Entry from the Open Molecules 2025 dataset: C21H32BO3Sn as an isolated structure in a non-equilibrium geometry (the ωB97M-V functional and the def2-TZVPD basis).

Structure (XYZ):
```
58
Properties=species:S:1:pos:R:3
Sn 0.265 -0.316 0.259
C -1.829 0.983 1.862
C -0.556 1.635 2.004
C -0.393 2.519 0.884
H 0.128 1.543 2.847
C -1.540 2.380 0.050
C -2.421 1.436 0.652
H -3.412 1.170 0.286
H -2.295 0.336 2.603
H 0.419 3.225 0.744
H -1.740 2.962 -0.850
C -0.138 -2.669 -1.129
C -1.467 -2.190 -1.320
C -1.418 -1.064 -2.188
H -2.371 -2.658 -0.926
C -0.059 -0.804 -2.517
C 0.753 -1.777 -1.826
H 1.830 -1.903 -1.938
H 0.163 -3.589 -0.640
H -2.276 -0.530 -2.603
H 0.309 -0.091 -3.253
O 2.198 0.913 -0.448
C 2.726 1.719 -1.568
C 3.826 2.323 -0.676
C 1.697 2.698 -2.079
C 3.280 0.832 -2.662
C 3.262 1.445 0.418
H 3.704 3.391 -0.492
H 4.837 2.054 -0.983
H 3.906 0.619 0.728
H 2.822 1.984 1.262
H 2.144 3.320 -2.866
H 1.346 3.363 -1.286
H 0.828 2.187 -2.510
H 4.017 1.403 -3.245
H 2.486 0.502 -3.344
H 3.788 -0.041 -2.239
C 1.745 -3.591 4.596
C 0.881 -3.430 3.366
C 1.066 -4.659 2.469
O 1.392 -2.285 2.660
B 0.280 -1.778 2.042
O -0.945 -2.235 2.458
C -0.642 -3.058 3.595
C -1.666 -4.174 3.583
C -0.859 -2.195 4.839
H 1.421 -4.438 5.206
H 1.745 -2.687 5.215
H 2.773 -3.795 4.275
H 2.127 -4.738 2.204
H 0.786 -5.568 3.016
H 0.479 -4.599 1.542
H -1.524 -4.839 4.442
H -2.672 -3.736 3.668
H -1.633 -4.765 2.659
H -0.170 -1.336 4.868
H -1.889 -1.814 4.820
H -0.741 -2.776 5.762
```

The calculation puts the max |F| at 2.5 eV Å⁻¹. Its total charge is -1. The electronic energy is -34945.73340 eV. For the gap between HOMO and LUMO, the calculation gives 4.825 eV. The spin multiplicity is 1.

Entry from the Open Molecules 2025 dataset: C48H52F5NOPPdS2Si as an isolated structure in a non-equilibrium geometry (the ωB97M-V functional and the def2-TZVPD basis).

Structure (XYZ):
```
112
Properties=species:S:1:pos:R:3
Pd 0.013 0.322 0.547
F 6.239 1.597 4.294
C 4.974 1.312 3.954
C 4.689 0.750 2.726
F 5.687 0.465 1.882
C 3.379 0.473 2.380
F 3.176 -0.078 1.185
C 2.304 0.717 3.240
S 0.632 0.361 2.873
C 2.636 1.279 4.475
F 1.678 1.562 5.368
C 3.936 1.578 4.832
F 4.204 2.127 6.026
O -2.009 0.650 -1.126
S -2.692 -0.286 -0.214
C -3.377 0.682 1.117
C -3.978 1.908 0.873
C -4.481 2.623 1.943
C -4.366 2.121 3.235
C -3.734 0.912 3.470
C -3.229 0.182 2.401
C -4.230 -0.701 -1.034
C -4.429 -0.280 -2.335
C -5.580 -0.682 -3.001
C -6.506 -1.496 -2.370
C -6.288 -1.920 -1.063
C -5.143 -1.526 -0.391
H -4.019 2.294 -0.137
H -4.941 3.588 1.780
H -4.750 2.697 4.068
H -3.612 0.545 4.481
H -2.695 -0.748 2.560
H -3.680 0.347 -2.803
H -5.749 -0.358 -4.021
H -7.399 -1.809 -2.896
H -7.010 -2.560 -0.571
H -4.960 -1.856 0.624
C 0.893 3.571 -4.771
C 0.204 2.451 -4.326
C 0.177 2.137 -2.974
C 0.830 2.934 -2.035
C 1.525 4.052 -2.505
C 1.558 4.372 -3.854
Si 0.743 2.555 -0.184
C -0.572 3.723 0.543
C -0.864 3.709 1.913
C -1.777 4.591 2.469
C -2.452 5.499 1.664
C -2.206 5.507 0.299
C -1.276 4.633 -0.248
C 2.416 3.113 0.508
C 2.577 3.847 1.684
C 3.835 4.169 2.175
C 4.974 3.778 1.487
C 4.842 3.056 0.307
C 3.582 2.724 -0.162
H 0.917 3.814 -5.826
H -0.309 1.811 -5.034
H -0.352 1.251 -2.639
H 2.055 4.685 -1.801
H 2.106 5.245 -4.188
H -0.367 2.989 2.555
H -1.971 4.556 3.535
H -3.168 6.188 2.096
H -2.729 6.205 -0.345
H -1.091 4.669 -1.316
H 1.706 4.171 2.241
H 3.923 4.728 3.099
H 5.957 4.023 1.871
H 5.722 2.731 -0.234
H 3.502 2.137 -1.073
C -0.527 -5.013 -2.305
C -0.812 -3.659 -1.647
C -1.999 -3.866 -0.695
C -1.284 -2.667 -2.727
P 0.611 -2.826 -0.681
N 0.357 -1.320 -0.536
C 0.800 -3.775 0.956
C 2.128 -3.330 1.583
C -0.314 -3.335 1.925
C 0.793 -5.306 0.894
C 2.195 -3.075 -1.704
C 2.830 -4.466 -1.727
C 1.900 -2.644 -3.148
C 3.231 -2.065 -1.187
H -1.456 -5.385 -2.752
H -0.188 -5.767 -1.594
H 0.207 -4.948 -3.107
H -2.891 -4.078 -1.292
H -2.194 -2.979 -0.095
H -1.850 -4.711 -0.023
H -2.328 -2.875 -2.977
H -0.707 -2.750 -3.646
H -1.194 -1.639 -2.368
H 2.215 -2.246 1.586
H 2.988 -3.757 1.067
H 2.159 -3.678 2.619
H -0.572 -2.284 1.788
H 0.044 -3.447 2.951
H -1.212 -3.941 1.819
H 1.567 -5.716 0.245
H -0.169 -5.705 0.572
H 0.977 -5.693 1.902
H 2.143 -5.254 -2.038
H 3.247 -4.740 -0.757
H 3.663 -4.460 -2.439
H 1.312 -3.372 -3.705
H 2.853 -2.531 -3.672
H 1.385 -1.683 -3.169
H 3.680 -2.355 -0.240
H 2.770 -1.086 -1.055
H 4.037 -1.984 -1.923
```

The calculation puts the max |F| at 1.1 eV Å⁻¹. Its total charge is -1. The electronic energy is -110062.38661 eV. Its expectation value of S² is 2.009. For the gap between HOMO and LUMO (spin up / spin down), the calculation gives 5.463 / 6.650 eV. The spin multiplicity is 3.